Entry 1:
# C69H168N10O3

C69H168N10O3 as an isolated structure in a non-equilibrium geometry (ωB97M-V/def2-TZVPD, the OMol25 dataset).

Each line ends with the Löwdin charge.
Cartesian coordinates (Å):
C1 -2.51 -2.20 0.63  -0.0736
C2 -2.02 -0.82 1.04  -0.2434
N1 -0.82 -0.38 0.34  -0.1290
C3 -0.31 0.85 0.92  -0.2572
C4 0.03 0.85 2.39  -0.0610
C5 -1.02 -0.25 -1.11  -0.2193
C6 0.16 0.25 -1.93  -0.0628
H1 -3.07 -2.19 -0.30  0.0624
H2 -3.09 -2.78 1.35  0.0427
H3 -1.62 -2.79 0.37  0.0738
H4 -2.85 -0.10 0.97  0.0814
H5 -1.85 -0.94 2.11  0.0807
H6 0.60 1.05 0.36  0.0964
H7 -0.90 1.74 0.67  0.0830
H8 0.64 -0.04 2.57  0.0607
H9 0.60 1.74 2.66  0.0794
H10 -0.84 0.76 3.03  0.0393
H11 -1.80 0.51 -1.24  0.0805
H12 -1.38 -1.20 -1.50  0.0816
H13 -0.14 0.16 -2.98  0.0222
H14 1.04 -0.36 -1.71  0.0726
H15 0.39 1.30 -1.77  0.0586
C7 4.56 3.49 -2.33  -0.0803
C8 3.40 4.36 -2.79  -0.2691
N2 3.23 4.59 -4.22  -0.1670
C9 4.32 5.45 -4.74  -0.2639
C10 4.46 6.85 -4.13  -0.0807
C11 3.18 3.35 -5.02  -0.2384
C12 2.01 2.49 -4.63  -0.1265
H16 5.49 3.99 -2.61  0.0816
H17 4.49 2.49 -2.74  0.0399
H18 4.50 3.44 -1.24  0.0794
H19 2.49 3.82 -2.52  0.0903
H20 3.38 5.26 -2.17  0.1057
H21 5.28 4.93 -4.76  0.1083
H22 4.05 5.59 -5.79  0.1064
H23 5.22 7.39 -4.70  0.0727
H24 3.53 7.41 -4.13  0.0652
H25 4.79 6.74 -3.10  0.0621
H26 4.11 2.77 -5.05  0.0997
H27 3.00 3.78 -6.01  0.1200
H28 1.09 3.08 -4.55  0.0825
H29 2.19 1.88 -3.74  0.0519
H30 1.82 1.78 -5.44  0.0384
C13 -3.78 -0.71 3.87  -0.0668
C14 -4.40 0.53 3.19  -0.2311
N3 -3.32 1.47 2.92  -0.1799
C15 -3.71 2.55 2.00  -0.2275
C16 -3.89 2.03 0.58  -0.0888
C17 -2.69 2.11 4.10  -0.2684
C18 -3.65 2.80 5.04  -0.0837
H31 -4.53 -1.44 4.17  0.0690
H32 -3.23 -0.39 4.75  0.0574
H33 -3.10 -1.23 3.19  0.0417
H34 -4.88 0.21 2.27  0.0942
H35 -5.18 1.02 3.78  0.1108
H36 -4.64 3.04 2.33  0.1123
H37 -2.91 3.29 2.03  0.1095
H38 -4.01 2.85 -0.14  0.0725
H39 -3.03 1.45 0.25  0.0298
H40 -4.77 1.41 0.41  0.0726
H41 -1.89 2.77 3.76  0.1111
H42 -2.18 1.34 4.68  0.0747
H43 -3.12 3.16 5.93  0.0759
H44 -4.29 2.09 5.57  0.0730
H45 -4.15 3.64 4.55  0.0737
C19 -3.53 -0.60 -3.12  -0.0816
C20 -3.32 0.83 -3.49  -0.2102
N4 -2.60 0.99 -4.76  -0.1891
C21 -1.17 0.73 -4.65  -0.2320
C22 -0.52 0.40 -6.00  -0.0698
C23 -2.77 2.33 -5.31  -0.2383
C24 -4.16 2.55 -5.86  -0.0792
H46 -2.60 -1.14 -2.95  0.0169
H47 -4.11 -1.14 -3.87  0.0880
H48 -4.15 -0.61 -2.23  0.0913
H49 -4.27 1.36 -3.58  0.1112
H50 -2.86 1.37 -2.65  0.0985
H51 -0.96 -0.12 -4.00  0.0486
H52 -0.63 1.54 -4.17  0.1012
H53 -1.10 -0.27 -6.64  -0.1290
H54 0.46 -0.06 -5.86  0.0855
H55 -0.44 1.29 -6.63  0.0997
H56 -2.46 3.09 -4.59  0.1018
H57 -2.14 2.52 -6.18  0.1126
H58 -4.96 2.55 -5.12  0.0615
H59 -4.16 3.50 -6.41  0.0748
H60 -4.46 1.79 -6.59  0.0765
C25 3.97 4.02 7.88  -0.0852
C26 3.85 4.13 6.36  -0.2455
N5 4.64 3.15 5.64  -0.1993
C27 4.26 1.76 5.84  -0.2512
C28 2.86 1.46 5.31  -0.0823
C29 6.07 3.33 5.87  -0.2680
C30 6.83 2.80 4.65  -0.0949
H61 3.57 3.07 8.24  0.0655
H62 3.31 4.77 8.34  0.0695
H63 4.95 4.29 8.27  0.0701
H64 2.81 4.04 6.05  0.1059
H65 4.20 5.09 5.98  0.1132
H66 4.96 1.01 5.48  0.1024
H67 4.28 1.55 6.92  0.1025
H68 2.03 1.78 5.94  0.0656
H69 2.69 1.89 4.32  0.0677
H70 2.75 0.40 5.04  0.0500
H71 6.46 2.79 6.73  0.1141
H72 6.38 4.37 5.97  0.1158
H73 7.89 3.05 4.72  0.0715
H74 6.45 3.22 3.72  0.0765
H75 6.73 1.72 4.54  0.0368
C31 2.48 -4.69 -5.73  -0.0719
C32 3.48 -3.56 -5.36  -0.2730
N6 2.89 -2.31 -4.93  -0.1995
C33 2.02 -2.47 -3.76  -0.2449
C34 2.80 -2.85 -2.51  -0.0584
C35 3.80 -1.18 -5.00  -0.2206
C36 3.08 0.19 -4.97  -0.0915
H76 3.00 -5.40 -6.37  0.0695
H77 1.71 -4.27 -6.37  0.0726
H78 2.10 -5.07 -4.78  0.0634
H79 4.27 -3.87 -4.66  0.1051
H80 4.01 -3.37 -6.30  0.1054
H81 1.37 -1.59 -3.67  0.0865
H82 1.27 -3.24 -3.96  0.0786
H83 3.34 -1.96 -2.17  0.0562
H84 2.11 -3.14 -1.72  0.0635
H85 3.51 -3.65 -2.71  0.0738
H86 4.41 -1.34 -5.88  0.1104
H87 4.48 -1.27 -4.14  0.1062
H88 2.29 0.17 -5.72  0.0609
H89 3.82 0.98 -5.12  0.0689
H90 2.66 0.25 -3.97  0.0601
C37 -4.00 -4.19 -6.55  -0.0786
C38 -2.65 -3.92 -5.85  -0.2357
N7 -2.74 -2.63 -5.14  -0.1770
C39 -1.59 -2.41 -4.27  -0.2619
C40 -1.61 -3.34 -3.04  -0.0606
C41 -3.01 -1.46 -5.98  -0.1885
C42 -1.92 -1.20 -7.04  -0.0652
H91 -4.83 -3.84 -5.93  0.0740
H92 -4.10 -5.26 -6.68  0.0662
H93 -4.07 -3.64 -7.49  0.0620
H94 -2.46 -4.76 -5.18  0.0975
H95 -1.79 -3.90 -6.53  0.1042
H96 -0.64 -2.65 -4.77  0.1122
H97 -1.61 -1.37 -3.94  0.0412
H98 -0.69 -3.33 -2.46  0.0667
H99 -2.46 -3.16 -2.38  0.0659
H100 -1.70 -4.40 -3.31  0.0666
H101 -3.11 -0.62 -5.29  0.0594
H102 -4.00 -1.61 -6.42  0.1148
H103 -0.98 -0.95 -6.54  0.0124
H104 -2.31 -0.43 -7.71  0.1243
H105 -1.78 -2.03 -7.74  0.0967
C43 2.76 -2.47 1.06  -0.0707
C44 3.51 -1.39 1.83  -0.2493
N8 4.49 -0.63 1.04  -0.1618
C45 3.83 0.13 -0.05  -0.2489
C46 4.75 0.74 -1.04  -0.1089
C47 5.35 0.19 1.86  -0.2563
C48 6.42 -0.61 2.63  -0.0880
H106 3.39 -3.13 0.47  0.0794
H107 1.97 -2.05 0.44  0.0512
H108 2.27 -3.06 1.84  0.0467
H109 2.86 -0.72 2.41  0.0993
H110 4.13 -1.89 2.58  0.0956
H111 3.19 0.95 0.32  0.1191
H112 3.13 -0.52 -0.59  0.0735
H113 5.46 0.03 -1.45  0.0924
H114 5.35 1.54 -0.61  0.0634
H115 4.20 1.20 -1.87  0.0352
H116 6.05 0.68 1.17  0.1014
H117 4.88 0.90 2.54  0.1133
H118 6.89 -1.36 1.99  0.0790
H119 7.18 0.06 3.04  0.0557
H120 5.94 -1.08 3.49  0.0558
C49 1.61 -2.65 4.64  -0.0879
C50 1.25 -3.06 6.09  -0.2433
N9 -0.21 -3.12 6.25  -0.1808
C51 -0.85 -1.86 5.85  -0.2550
C52 -0.37 -0.60 6.62  -0.0549
C53 -0.66 -3.63 7.57  -0.2370
C54 -0.19 -5.07 7.72  -0.0956
H121 0.98 -3.18 3.93  0.0546
H122 2.66 -2.76 4.37  0.0725
H123 1.36 -1.59 4.54  0.0396
H124 1.71 -4.04 6.19  0.0954
H125 1.72 -2.39 6.81  0.1135
H126 -0.69 -1.69 4.79  0.0891
H127 -1.94 -1.94 5.97  0.0984
H128 -0.45 -0.87 7.67  0.0709
H129 0.65 -0.36 6.32  0.0440
H130 -1.01 0.24 6.36  0.0572
H131 -1.74 -3.54 7.56  0.1164
H132 -0.22 -3.08 8.40  0.1074
H133 -0.53 -5.76 6.95  0.0680
H134 -0.61 -5.51 8.64  0.0713
H135 0.88 -5.14 7.90  0.0655
C55 -3.48 6.63 -1.95  -0.0899
C56 -2.14 6.64 -2.67  -0.2673
N10 -1.15 5.83 -1.97  -0.1671
C57 0.23 6.13 -2.35  -0.2506
C58 0.67 7.60 -2.23  -0.0730
C59 -1.41 4.42 -2.21  -0.2614
C60 -0.90 3.50 -1.11  -0.0844
H136 -3.38 6.88 -0.90  0.0778
H137 -4.01 5.68 -2.06  0.0557
H138 -4.16 7.36 -2.39  0.0699
H139 -2.24 6.39 -3.73  0.1217
H140 -1.84 7.68 -2.61  0.0980
H141 0.87 5.53 -1.70  0.0930
H142 0.44 5.76 -3.36  0.1109
H143 0.16 8.25 -2.94  0.0617
H144 0.44 7.92 -1.21  0.0792
H145 1.74 7.71 -2.37  0.0543
H146 -0.92 3.99 -3.09  0.0944
H147 -2.47 4.21 -2.36  0.0963
H148 -1.31 3.77 -0.13  0.0756
H149 0.19 3.55 -1.09  0.0711
H150 -1.30 2.49 -1.20  0.0319
C61 0.64 -6.30 3.81  -0.0063
C62 -0.63 -6.20 3.00  -0.4709
O1 -1.59 -6.94 3.22  0.0423
C63 -0.67 -5.21 1.87  -0.0093
H151 0.46 -7.00 4.63  0.0798
H152 0.86 -5.34 4.27  0.0544
H153 1.45 -6.72 3.21  0.0913
H154 -0.56 -5.77 0.95  0.1004
H155 0.01 -4.36 1.95  0.0643
H156 -1.64 -4.71 1.86  0.0566
C64 -4.72 -6.74 4.69  -0.0072
C65 -4.55 -5.24 5.04  -0.4713
O2 -5.26 -4.74 5.89  0.0467
C66 -3.50 -4.50 4.26  -0.0154
H157 -3.79 -7.10 4.26  0.0542
H158 -5.61 -6.88 4.07  0.0836
H159 -4.93 -7.26 5.62  0.0771
H160 -2.53 -4.71 4.72  0.0853
H161 -3.77 -3.44 4.29  0.0536
H162 -3.48 -4.79 3.21  0.0601
C67 -5.84 -2.52 1.25  -0.0128
C68 -6.17 -4.00 1.08  -0.4598
O3 -5.34 -4.87 1.28  0.0506
C69 -7.57 -4.41 0.64  -0.0210
H163 -6.29 -1.96 0.43  0.0854
H164 -4.76 -2.38 1.31  0.0306
H165 -6.29 -2.15 2.17  0.0902
H166 -8.30 -4.11 1.39  0.0849
H167 -7.63 -5.49 0.51  0.0805
H168 -7.74 -3.93 -0.32  0.0814

The highest occupied orbital energy is -7.895 eV. The LUMO energy is 0.6 eV. The HOMO-LUMO gap is 8.47 eV.

=====

Entry 2:
# C3H4O4Pb

C3H4O4Pb as an isolated structure in a non-equilibrium geometry (ωB97M-V/def2-TZVPD, the OMol25 dataset).

Each line ends with the Löwdin charge.
Cartesian coordinates (Å):
C1 -1.37 -0.97 0.62  -0.0706
C2 -0.36 0.06 0.41  -0.1562
O1 -0.08 0.22 -1.00  -0.0094
C3 1.13 0.61 -1.35  -0.8284
O2 1.73 1.49 -0.64  -0.2488
O3 1.89 -0.17 -2.01  -0.2356
O4 -2.55 -0.38 1.21  -0.0551
Pb1 3.53 0.28 -0.72  1.0798
H1 -1.67 -1.43 -0.34  0.1211
H2 0.90 -0.21 0.90  0.1875
H3 -2.55 -0.59 2.14  0.0835
H4 -0.60 1.08 0.77  0.1322

The highest occupied orbital energy (spin up / spin down) is -9.287 / -6.238 eV. The LUMO energy (spin up / spin down) is -0.3 / -0.8 eV. The HOMO-LUMO gap (spin up / spin down) is 8.96 / 5.45 eV.